1.
# C59H88BInN11O3

C59H88BInN11O3 as an isolated structure in a non-equilibrium geometry (ωB97M-V/def2-TZVPD, the OMol25 dataset).

Geometry as XYZ:
```
163
Properties=species:S:1:pos:R:3:forces:R:3
C 0.7804 -0.5713 3.2427 0.2 -0.8 -0.5
C 0.9572 -1.8461 2.3941 0.2 1.0 -0.7
C 1.3601 -1.4278 0.9667 0.3 -0.4 0.5
C 1.3489 -2.5557 -0.0634 0.5 0.4 -0.3
C 1.4341 -2.0035 -1.4942 -0.1 0.0 0.5
C 2.7017 -1.1473 -1.6958 -0.3 -0.5 -0.7
C 3.4421 -1.4079 -3.0306 -0.2 0.4 0.4
C 4.9485 -1.4870 -2.8107 0.2 -0.3 -0.1
C 5.7939 -1.4622 -4.0856 -0.4 0.4 0.0
In 5.3545 0.2580 -5.4857 0.1 0.0 -0.1
C 7.1150 1.6680 -5.5017 -0.1 0.0 0.6
C 6.9644 2.9397 -4.6846 0.5 -0.6 -0.7
O 5.6282 3.5033 -4.7536 0.1 0.8 0.6
C 4.9734 3.6490 -3.5992 -0.4 -0.5 0.7
O 5.1444 2.9835 -2.5960 0.3 0.3 -0.6
C 3.9055 4.7162 -3.6559 -0.2 -0.1 -0.8
C 2.6425 4.1802 -4.3686 0.0 0.1 -0.1
B 4.8381 -0.6507 -7.5424 0.2 -0.1 0.2
C 3.7650 -1.8266 -7.5825 0.1 0.5 0.0
O 5.3659 -0.2175 -8.7466 -0.3 0.3 0.1
H 1.7673 -0.1448 3.4123 0.0 0.2 0.3
H 0.2742 -0.7926 4.1790 0.0 0.3 0.2
H 0.2259 0.1512 2.6458 -0.3 0.2 0.2
H 1.8018 -2.4223 2.7693 -0.3 -0.4 0.3
H 0.0384 -2.4328 2.3613 0.0 -0.2 0.2
H 2.3940 -1.0884 1.0580 0.0 0.3 -0.2
H 0.7906 -0.5557 0.6354 -0.3 -0.1 -0.1
H 0.4900 -3.2186 0.0650 -0.1 0.0 0.0
H 2.2714 -3.1260 0.0848 -0.2 -0.3 0.2
H 0.5284 -1.4126 -1.6678 0.0 0.0 -0.2
H 1.4180 -2.8271 -2.2098 0.0 -0.1 0.0
H 3.4071 -1.3616 -0.8931 0.0 0.1 0.2
H 2.4065 -0.0993 -1.6662 0.3 0.1 0.3
H 3.1984 -0.5938 -3.7099 0.1 0.0 -0.2
H 3.0821 -2.3328 -3.4888 0.0 -0.1 -0.1
H 5.1108 -2.4192 -2.2427 0.1 0.0 0.1
H 5.2672 -0.6823 -2.1413 -0.1 0.2 0.0
H 6.8545 -1.3913 -3.8314 0.1 -0.1 0.0
H 5.6360 -2.3979 -4.6304 0.1 0.0 -0.1
H 3.8827 1.1538 -4.9628 0.1 -0.1 0.0
H 7.9440 1.1252 -5.0364 0.1 -0.1 -0.2
H 7.4036 1.8990 -6.5263 0.0 0.0 -0.1
H 7.6179 3.7208 -5.0869 -0.2 0.2 0.1
H 7.2522 2.7814 -3.6494 -0.3 -0.1 0.2
H 3.6721 5.0430 -2.6486 0.1 -0.1 0.1
H 4.2866 5.5531 -4.2407 0.1 0.2 0.2
H 2.6449 3.0923 -4.4126 -0.1 0.0 0.1
H 2.5972 4.5342 -5.3971 0.1 0.0 -0.1
H 1.7371 4.5276 -3.8738 0.0 0.0 0.1
H 3.5256 -2.1989 -8.5860 -0.1 -0.1 0.0
H 4.1203 -2.6382 -6.9450 0.0 -0.1 -0.1
H 2.8624 -1.4499 -7.0924 -0.1 -0.1 -0.1
H 4.8194 -0.5252 -9.4779 0.1 -0.3 -0.2
N -2.9927 -0.1255 4.3992 0.0 0.0 0.1
C -2.7824 -0.8266 5.5545 0.0 0.0 0.0
C -3.2943 -0.0928 6.5903 0.0 0.0 0.0
C -3.8382 1.0977 6.0337 0.0 0.0 0.0
C -3.6362 1.0448 4.6801 0.0 0.1 -0.1
H -2.7123 -0.4252 3.4841 0.0 0.0 0.0
H -2.2874 -1.7822 5.5417 0.0 0.0 0.0
H -3.2797 -0.3782 7.6290 0.0 0.0 0.0
H -4.3231 1.8997 6.5667 0.0 0.0 0.0
H -3.8946 1.7376 3.8966 0.0 0.0 0.0
N -3.0426 -4.4046 0.7019 0.0 0.0 -0.1
C -2.6836 -3.0894 0.5836 0.0 0.0 0.1
C -2.7014 -2.7600 -0.7429 0.0 0.1 0.0
C -3.0918 -3.9200 -1.4615 0.1 0.0 -0.1
C -3.2916 -4.9179 -0.5452 0.0 -0.2 0.0
H -3.1038 -4.9156 1.5631 -0.1 0.0 0.0
H -2.4374 -2.5029 1.4518 0.0 0.0 0.0
H -2.4565 -1.7973 -1.1579 0.0 0.0 0.0
H -3.2019 -4.0117 -2.5295 0.0 0.0 0.0
H -3.5762 -5.9502 -0.6707 0.1 0.0 0.0
N 0.9341 -5.4989 -3.6899 0.0 0.0 0.0
C 2.2983 -5.3956 -3.7378 0.0 0.0 0.0
C 2.6884 -5.6160 -5.0305 0.0 0.0 0.0
C 1.5133 -5.8600 -5.7928 0.0 0.0 0.0
C 0.4472 -5.7781 -4.9382 0.0 0.0 0.0
H 0.3750 -5.3775 -2.8667 0.0 0.1 0.0
H 2.8702 -5.1684 -2.8542 0.0 0.0 0.0
H 3.7023 -5.5961 -5.3922 0.0 0.0 0.0
H 1.4584 -6.0642 -6.8488 0.0 0.0 0.0
H -0.6095 -5.8901 -5.1102 0.0 0.0 0.0
N -2.9095 0.6439 -2.9147 0.0 -0.1 0.0
C -3.8484 1.1401 -2.0517 0.1 0.0 0.0
C -5.0420 1.2000 -2.7193 0.0 0.0 0.0
C -4.8138 0.7169 -4.0368 0.0 0.0 0.0
C -3.4891 0.3818 -4.1249 0.0 0.0 0.0
H -1.9407 0.4974 -2.6964 0.0 0.0 0.0
H -3.5873 1.4076 -1.0422 0.0 0.0 0.0
H -5.9745 1.5504 -2.3101 0.0 0.0 0.0
H -5.5386 0.6274 -4.8282 0.0 0.0 0.0
H -2.9117 -0.0177 -4.9406 0.0 0.0 0.0
N -4.4732 4.6346 4.7019 0.0 0.0 0.0
C -5.7542 4.2523 4.4038 0.0 -0.1 0.1
C -6.2723 5.1676 3.5282 0.0 0.0 0.0
C -5.2633 6.1397 3.2870 0.0 0.0 0.0
C -4.1657 5.7825 4.0233 0.0 0.0 0.1
H -3.8532 4.1459 5.3218 0.0 0.0 0.0
H -6.1832 3.3653 4.8393 0.0 0.0 0.0
H -7.2629 5.1438 3.1066 0.0 0.0 0.0
H -5.3354 6.9992 2.6422 0.0 0.0 -0.1
H -3.1982 6.2445 4.1210 0.0 0.0 0.0
N 6.8217 -2.8769 1.9880 0.0 0.0 0.0
C 6.8090 -1.7323 1.2368 0.0 -0.1 0.0
C 5.7106 -1.0037 1.6009 0.0 0.0 0.0
C 5.0337 -1.7397 2.6115 -0.1 0.0 0.0
C 5.7421 -2.8911 2.8296 0.0 0.0 -0.1
H 7.5122 -3.5999 1.9227 0.0 0.0 0.0
H 7.5746 -1.5375 0.5060 0.0 0.0 0.0
H 5.4198 -0.0542 1.1834 0.0 0.0 0.0
H 4.1238 -1.4560 3.1155 0.0 0.0 0.0
H 5.5694 -3.7151 3.5004 0.0 0.0 0.0
N -4.6047 10.0385 5.6711 0.0 0.0 0.0
C -4.2579 11.3610 5.6125 0.0 0.0 0.0
C -4.3166 11.7505 4.3014 0.0 0.0 0.0
C -4.7163 10.6173 3.5407 0.0 0.0 0.0
C -4.8871 9.5771 4.4149 0.0 0.0 0.0
H -4.6445 9.4879 6.5076 0.0 0.0 0.0
H -4.0003 11.9078 6.5030 0.0 0.0 0.0
H -4.0973 12.7366 3.9280 0.0 0.0 0.0
H -4.8609 10.5723 2.4744 0.0 0.0 0.0
H -5.1826 8.5549 4.2550 0.0 0.0 0.0
N -6.2993 -6.2402 -1.7709 0.0 0.0 0.0
C -7.5029 -6.1451 -1.1302 0.0 0.0 0.0
C -8.3726 -7.0102 -1.7394 0.0 0.0 0.0
C -7.6629 -7.6533 -2.7897 0.0 0.0 0.0
C -6.3867 -7.1565 -2.7821 0.0 0.0 0.0
H -5.4763 -5.7152 -1.5337 -0.1 0.1 0.0
H -7.6373 -5.4728 -0.3005 0.0 0.0 0.0
H -9.4024 -7.1646 -1.4644 0.0 0.0 0.0
H -8.0456 -8.3939 -3.4715 0.0 0.0 0.0
H -5.5381 -7.3761 -3.4069 0.0 0.0 0.0
N 7.7701 6.7813 -1.4861 0.0 -0.1 0.1
C 7.2086 5.6292 -1.9732 0.0 0.1 -0.1
C 7.1629 4.7170 -0.9592 0.1 -0.1 0.2
C 7.7167 5.3402 0.1944 0.0 0.1 -0.1
C 8.0793 6.6134 -0.1618 0.0 0.0 0.0
H 7.9304 7.6152 -2.0168 0.0 0.0 0.0
H 6.8992 5.5541 -3.0021 0.0 0.0 0.0
H 6.7792 3.7153 -1.0448 -0.1 0.0 0.0
H 7.8345 4.9034 1.1719 0.0 0.0 0.0
H 8.5289 7.4088 0.4080 0.0 0.0 0.0
N -6.1650 2.3045 9.0149 0.0 0.1 0.0
C -6.1813 3.4924 8.3355 0.0 -0.1 0.0
C -7.2987 4.1822 8.7209 0.0 0.0 0.0
C -7.9820 3.3801 9.6746 0.0 0.0 0.0
C -7.2572 2.2295 9.8343 0.0 0.0 0.0
H -5.4611 1.5960 8.9233 0.0 0.0 0.0
H -5.4009 3.7428 7.6379 0.0 0.1 0.0
H -7.5936 5.1529 8.3595 0.0 0.0 0.0
H -8.9003 3.6203 10.1830 0.0 0.0 0.0
H -7.4249 1.3680 10.4572 0.0 0.0 0.0
N -0.5921 -7.0231 0.6719 0.0 0.1 0.0
C -0.7644 -7.8258 1.7659 0.0 0.0 -0.1
C 0.1678 -8.8280 1.6979 0.0 0.0 0.0
C 0.9346 -8.6152 0.5190 0.0 0.0 0.1
C 0.4408 -7.4913 -0.0866 0.0 0.0 -0.1
H -1.1354 -6.2083 0.4512 0.0 0.1 0.0
H -1.5302 -7.6198 2.4942 0.0 0.0 0.0
H 0.2890 -9.6234 2.4138 0.0 0.0 0.0
H 1.7544 -9.2143 0.1611 0.0 0.0 0.0
H 0.7409 -6.9897 -0.9905 0.0 0.0 0.0
```
Positions in Å, forces in eV/Å.

Its spin multiplicity is 1. As for the net charge: -1.


2.
# C59H95FIN2O22

A 9-piece molecular cluster, C59H95FIN2O22 overall in a non-equilibrium geometry (ωB97M-V/def2-TZVPD, the OMol25 dataset).

Geometry as XYZ:
```
180
Properties=species:S:1:pos:R:3:forces:R:3
C 3.7956 -3.2750 4.4920 0.0 0.2 -0.2
C 3.5915 -2.2145 5.0172 -0.1 0.6 -0.5
C 3.4513 -0.7865 5.3672 0.3 -0.6 0.2
C 4.1637 0.1497 4.3569 0.0 0.4 0.9
C 3.4590 1.5269 4.3374 0.3 -0.3 -0.2
C 2.3511 1.5923 3.2799 -0.1 -0.2 0.7
N 2.7848 1.1894 1.9102 -1.2 0.2 -0.2
C 3.1860 2.2867 0.9766 0.3 -0.2 -0.8
C 4.5220 2.8942 1.4337 0.2 -0.2 1.0
C 5.6391 1.8792 1.6762 -0.1 0.2 0.1
O 5.7304 0.8066 1.1901 -0.2 -0.2 0.0
I 7.1575 2.5128 3.0929 -0.2 0.1 -0.2
O 3.2908 1.5587 -0.2197 0.8 0.4 0.6
C 4.1737 2.1298 -1.1801 -0.7 0.1 -1.9
C 3.8560 1.4728 -2.5437 0.7 -0.6 1.3
C 3.8617 -0.0743 -2.4147 -0.5 -0.1 -0.9
C 2.4577 -0.6636 -2.1975 0.1 0.6 0.1
C 2.0023 3.3383 0.8893 -0.1 1.2 -0.3
C 1.1368 3.0654 -0.3413 -0.9 -0.2 0.1
N 0.4438 1.7740 -0.1668 0.3 0.4 -0.8
C -0.1911 1.3798 -1.4542 0.0 -1.0 0.7
C 2.5476 4.7859 0.8139 0.1 -0.2 -0.1
C 1.5313 5.8789 0.4667 0.9 1.0 -0.4
C 2.1243 7.2687 0.7838 0.2 -0.4 -0.8
F 0.3093 5.7512 1.1109 -0.1 -0.3 0.2
O 1.0559 3.2378 1.9554 0.7 -0.4 0.0
C 1.4949 2.8968 3.2384 -0.6 0.2 1.2
C 2.0778 4.0798 4.0584 -0.4 -0.3 -0.1
C 1.3121 5.3950 3.8861 0.5 -0.4 -0.2
O 1.9086 6.4324 3.9356 0.0 0.4 0.0
C 0.1915 2.5082 3.9987 -0.1 -0.5 -0.3
O -0.5266 1.5519 3.2592 0.3 0.1 0.3
C -1.8100 1.9817 2.8076 -0.2 -0.8 -0.4
C -2.2602 0.9305 1.7889 0.5 0.0 0.6
O -2.7197 -0.2353 2.4626 0.0 0.4 -0.4
C -2.3457 -1.3655 1.6773 0.0 -0.8 0.2
C -3.0188 -2.6439 2.1714 0.2 -0.1 -0.3
H 4.0012 -4.1654 3.9308 -0.1 -0.1 0.4
H 3.9180 -0.6344 6.3478 -0.1 0.1 -0.1
H 2.4056 -0.4888 5.5027 0.0 -0.3 -0.2
H 4.2991 -0.3059 3.3714 -0.1 -0.1 0.2
H 5.1711 0.3152 4.7494 0.0 -0.1 -0.3
H 4.2045 2.3249 4.3014 -0.2 0.0 -0.3
H 2.9609 1.6392 5.3073 0.0 0.1 -0.1
H 1.6468 0.8078 3.5838 0.2 0.0 -0.4
H 1.9464 0.8023 1.4358 -0.1 0.2 -0.2
H 3.4682 0.4270 1.8981 0.2 0.2 0.0
H 4.3608 3.4073 2.3854 0.1 0.0 -0.1
H 4.9238 3.6582 0.7658 -0.2 -0.2 -0.1
H 3.9532 3.1991 -1.2875 0.3 0.0 0.2
H 5.2387 1.9662 -0.9895 -0.2 -0.1 0.6
H 2.9047 1.8513 -2.9204 0.1 -0.1 -0.2
H 4.6820 1.7325 -3.2143 -0.3 0.3 -0.1
H 4.1987 -0.4504 -3.3891 0.1 -0.1 0.2
H 4.5932 -0.4237 -1.6773 -0.1 0.2 0.0
H 1.8196 -0.2263 -2.9787 0.2 -0.5 0.5
H 2.0522 -0.3647 -1.2253 0.0 -0.2 0.0
H 2.4382 -1.7511 -2.3030 0.0 0.1 0.1
H 0.3414 3.8222 -0.4021 0.4 0.2 0.2
H 1.6814 3.1363 -1.2838 0.2 -0.3 0.2
H -0.3429 2.0266 0.4196 0.1 -0.2 0.2
H -0.3681 0.3005 -1.3750 0.1 0.1 -0.4
H -1.1718 1.8376 -1.5880 0.2 0.3 -0.1
H 0.4685 1.5680 -2.3003 0.0 0.0 0.1
H 3.2926 4.8115 0.0053 -0.2 0.2 0.0
H 3.0955 5.0969 1.7107 -0.3 -0.3 0.1
H 1.3495 5.8646 -0.6116 -0.4 -0.3 0.1
H 2.6098 7.6246 -0.1334 0.0 0.0 0.2
H 1.3317 7.9780 1.0202 0.1 -0.1 0.2
H 2.9002 7.2285 1.5491 -0.3 0.1 0.2
H 1.9676 3.7944 5.1154 0.1 0.1 -0.1
H 3.1396 4.2774 3.9084 -0.1 0.1 -0.1
H 0.2231 5.3773 3.7023 0.1 -0.1 0.1
H -0.4326 3.3828 4.2011 0.2 0.0 0.1
H 0.4969 2.0320 4.9431 -0.1 0.3 0.1
H -1.7130 2.9706 2.3461 -0.2 -0.1 0.1
H -2.5173 1.9604 3.6479 0.1 0.3 0.0
H -1.3506 0.6439 1.2453 -0.2 0.2 -0.2
H -2.9928 1.3192 1.0725 -0.1 -0.1 0.2
H -2.5985 -1.1949 0.6212 -0.1 0.0 0.1
H -1.2571 -1.5244 1.7101 -0.5 0.5 0.2
H -2.3999 -3.4904 1.8548 -0.1 0.2 0.1
H -4.0025 -2.8093 1.7235 0.0 0.2 0.3
H -3.0771 -2.6830 3.2614 -0.1 0.2 -0.1
O -2.0257 3.3096 -0.1151 -0.3 0.0 0.0
C -3.0176 3.9853 -0.1786 0.2 0.3 -0.1
O -4.0720 3.6590 -0.9479 0.1 -0.1 0.1
C -5.0594 4.7097 -0.9011 -0.3 0.2 0.0
C -4.7777 5.4591 0.3906 0.0 0.1 0.1
C -3.2656 5.3022 0.5231 -0.5 -0.1 0.1
H -4.9347 5.3390 -1.7844 0.1 0.0 0.0
H -6.0528 4.2689 -0.9215 0.1 -0.2 -0.1
H -5.1175 6.4923 0.3707 0.0 0.0 -0.1
H -5.2735 4.9590 1.2246 0.0 0.0 0.0
H -2.7213 6.0873 -0.0044 0.1 0.0 0.1
H -2.9428 5.2553 1.5599 0.3 0.0 -0.1
O -0.3634 -3.0394 0.8384 0.3 -0.5 -0.5
C 0.6592 -3.6607 0.8038 0.2 -0.1 0.2
O 0.7224 -4.9698 0.4622 -0.1 0.3 0.0
C 2.0695 -5.4574 0.6245 0.3 -0.1 0.0
C 2.9499 -4.2208 0.5605 0.2 0.2 0.0
C 2.0415 -3.1540 1.1615 0.3 -0.3 -0.3
H 2.1411 -5.9644 1.5890 0.0 0.1 0.0
H 2.2971 -6.1683 -0.1666 -0.2 0.0 0.0
H 3.8971 -4.3429 1.0823 -0.1 -0.1 0.1
H 3.1678 -3.9751 -0.4808 0.0 0.0 0.0
H 2.1274 -3.1114 2.2500 0.0 0.1 0.0
H 2.2148 -2.1708 0.7287 -0.2 0.1 0.1
O 1.3734 0.1213 -4.8710 -0.2 0.1 -0.2
C 0.2829 -0.3256 -5.1117 0.2 0.0 -0.3
O -0.2198 -1.4005 -4.4799 0.1 0.2 0.0
C -1.4974 -1.7629 -5.0555 -0.1 -0.1 0.0
C -1.9977 -0.4939 -5.7238 -0.1 0.1 -0.1
C -0.6950 0.1744 -6.1535 -0.5 0.0 0.3
H -1.3404 -2.5744 -5.7677 0.0 0.0 0.0
H -2.1605 -2.1081 -4.2738 0.2 -0.1 0.2
H -2.6898 -0.6855 -6.5415 0.0 -0.1 0.0
H -2.5084 0.1354 -4.9911 0.0 0.0 0.0
H -0.3634 -0.1659 -7.1357 0.1 0.1 0.0
H -0.7591 1.2592 -6.1336 0.2 0.0 -0.1
O -3.2553 -4.3809 -6.7536 0.2 0.2 0.1
C -4.1905 -3.8767 -6.2018 -0.1 -0.4 -0.2
O -4.0648 -3.1513 -5.0635 -0.1 0.0 -0.1
C -5.3731 -2.7663 -4.5783 -0.2 0.1 0.0
C -6.2771 -2.8314 -5.7987 0.1 0.2 -0.4
C -5.6461 -3.9608 -6.6053 -0.1 0.5 0.2
H -5.6710 -3.4620 -3.7977 0.0 0.0 0.0
H -5.3216 -1.7638 -4.1556 0.2 0.0 0.0
H -7.3137 -2.9947 -5.5535 0.0 0.0 0.1
H -6.2062 -1.8965 -6.3623 0.1 0.0 0.0
H -6.0361 -4.9381 -6.3142 0.0 0.0 -0.1
H -5.7557 -3.8162 -7.6765 0.1 -0.3 0.0
O -8.4238 0.7767 5.3262 0.0 0.2 -0.1
C -7.3217 0.5270 4.9402 -0.2 -0.3 0.2
O -6.8476 0.9342 3.7352 0.0 0.1 0.1
C -5.5343 0.3887 3.5130 0.2 0.0 -0.1
C -4.9958 0.0673 4.8965 0.1 -0.2 0.2
C -6.2689 -0.2960 5.6555 0.5 0.3 -0.2
H -5.6276 -0.5011 2.8874 0.0 0.0 0.0
H -4.9244 1.1211 2.9908 -0.2 0.0 -0.1
H -4.2410 -0.7157 4.8895 0.0 0.0 -0.1
H -4.5485 0.9611 5.3377 0.0 0.0 0.0
H -6.5205 -1.3524 5.5508 -0.1 0.0 0.1
H -6.2165 -0.0246 6.7059 -0.2 -0.1 0.0
O -7.9415 -3.9272 -3.7712 -0.3 -0.3 0.1
C -8.7281 -4.8298 -3.8483 -0.1 0.2 0.4
O -9.3182 -5.1852 -5.0094 0.1 0.0 0.0
C -10.2889 -6.2232 -4.7710 -0.2 -0.2 0.0
C -9.8634 -6.8705 -3.4633 0.0 -0.1 0.2
C -9.2388 -5.6953 -2.7170 0.0 -0.5 -0.3
H -11.2769 -5.7630 -4.7065 0.0 0.0 0.0
H -10.2804 -6.9202 -5.6055 0.1 0.2 -0.1
H -10.6852 -7.3476 -2.9333 0.0 0.0 0.0
H -9.1028 -7.6289 -3.6556 0.0 0.0 0.0
H -9.9789 -5.1284 -2.1502 0.1 0.1 0.0
H -8.4237 -6.0030 -2.0680 0.0 0.2 0.1
O 4.3001 -6.0200 3.3671 0.1 0.0 0.0
C 4.7216 -7.0062 2.8302 -0.3 0.0 0.2
O 4.8392 -7.0826 1.4922 0.1 -0.1 -0.1
C 5.2490 -8.4106 1.1080 0.2 -0.3 -0.1
C 5.9138 -8.9882 2.3492 0.0 -0.1 0.1
C 5.1313 -8.3101 3.4728 0.4 -0.1 -0.3
H 4.3627 -8.9744 0.8097 0.0 0.0 0.0
H 5.9265 -8.3459 0.2602 -0.1 0.2 0.0
H 5.8865 -10.0753 2.3833 -0.1 0.0 0.0
H 6.9588 -8.6773 2.3893 0.0 0.0 0.0
H 4.2321 -8.8675 3.7397 0.0 0.1 0.1
H 5.7382 -8.1320 4.3560 -0.2 0.1 0.1
O 4.2360 5.3918 -2.4504 0.0 0.1 0.0
C 5.3070 5.1739 -2.9497 -0.2 -0.2 0.1
O 5.6674 5.6317 -4.1618 0.0 0.0 0.1
C 6.9650 5.1108 -4.5203 0.3 0.0 -0.1
C 7.6238 4.7384 -3.2000 0.1 0.0 0.1
C 6.4184 4.3353 -2.3602 0.5 0.3 0.0
H 6.8204 4.2470 -5.1722 0.0 0.0 0.0
H 7.5187 5.8719 -5.0639 -0.2 0.1 0.0
H 8.3799 3.9621 -3.2984 -0.1 0.0 -0.1
H 8.1008 5.6162 -2.7612 0.0 0.0 0.0
H 6.1665 3.2832 -2.4868 0.0 0.0 0.0
H 6.5594 4.5683 -1.3066 -0.2 -0.1 0.1
```
Positions in Å, forces in eV/Å.

Its spin multiplicity is 1. As for the net charge: +1.


Quick rundown of total energy, same order as above: -3343.8890; -4467.2563 Ha
Quick rundown of M, same order as above: 1125.1; 1330.3 g/mol